No. 1
Entry from the OMol25 dataset: 2 unconnected molecules or ions with the total composition C6H10 at a distorted geometry (wB97M-V/def2-TZVPD).

Last columns: bonded neighbours and bond lengths (Å).
Element x y z (Å)
1 C -0.39865 -0.41131 1.30729  C2 1.326, C6 1.321
2 C -0.43285 0.89645 1.09317  C1 1.326, C3 1.512, H7 1.084
3 C -0.78315 1.25245 -0.33430  C2 1.512, C4 1.550, H8 1.088, H9 1.095
4 C 0.16560 0.40305 -1.21832  C3 1.550, C5 1.534, H10 1.093, H11 1.096
5 C 0.11810 -1.09872 -0.91153  C4 1.534, C6 1.498, H12 1.093, H13 1.081
6 C -0.36172 -1.43073 0.46870  C1 1.321, C5 1.498, H14 1.081
7 H -0.06318 1.63548 1.79501  C2 1.084
8 H -1.81788 1.00509 -0.56396  C3 1.088
9 H -0.63038 2.31707 -0.54216  C3 1.095
10 H 1.18773 0.75936 -1.06794  C4 1.093
11 H -0.07419 0.56566 -2.27506  C4 1.096
12 H -0.60571 -1.60278 -1.55636  C5 1.093
13 H 1.06531 -1.58510 -1.09978  C5 1.081
14 H -0.74303 -2.43299 0.60826  C6 1.081
15 H 2.08876 0.09111 2.22999  H16 0.774
16 H 1.43274 -0.30320 2.11489  H15 0.774

HOMO level = -8.3 eV
net charge = 0
relative energy (zero: lowest compared OMol25 entry of this formula, charge and spin) = 85.4 kcal per mole
E_tot = -234.46643 Ha
SMILES string = C1=CCCCC=1.[H][H]
HOMO-LUMO gap = 8.66 eV

No. 2
Entry from the OMol25 dataset: a single C6H10 molecule (wB97M-V/def2-TZVPD).

Last columns: bonded neighbours and bond lengths (Å).
Element x y z (Å)
1 C -2.02218 0.34631 -2.99054  C2 1.204, H7 1.068
2 C -1.21218 -0.12080 -2.23125  C1 1.204, C3 1.466
3 C -0.20269 -0.63640 -1.30156  C2 1.466, C4 1.538, H8 1.099, H9 1.097
4 C -0.30268 -0.01407 0.10129  C3 1.538, C5 1.527, H10 1.098, H11 1.097
5 C 1.00876 -0.12520 0.87622  C4 1.527, C6 1.526, H12 1.099, H13 1.099
6 C 0.90581 0.43092 2.29350  C5 1.526, H14 1.097, H15 1.095, H16 1.096
7 H -2.73568 0.75977 -3.66903  C1 1.068
8 H 0.79237 -0.43371 -1.72254  C3 1.099
9 H -0.28685 -1.72837 -1.23510  C3 1.097
10 H -1.11528 -0.49944 0.65741  C4 1.098
11 H -0.57956 1.04325 0.00992  C4 1.097
12 H 1.78645 0.41980 0.32314  C5 1.099
13 H 1.33295 -1.17448 0.90963  C5 1.099
14 H 0.54906 1.46787 2.28112  C6 1.097
15 H 1.87759 0.41841 2.79835  C6 1.095
16 H 0.20412 -0.15386 2.89945  C6 1.096

HOMO level = -9.9 eV
net charge = 0
relative energy (zero: lowest compared OMol25 entry of this formula, charge and spin) = 33.5 kcal per mole
E_tot = -234.54920 Ha
SMILES string = C#CCCCC
HOMO-LUMO gap = 11.04 eV

No. 3
Entry from the OMol25 dataset: a single C6H10 molecule (wB97M-V/def2-TZVPD).

Last columns: bonded neighbours and bond lengths (Å).
Element x y z (Å)
1 C 2.21414 0.17932 0.16486  C2 1.501, H7 1.097, H8 1.096, H9 1.097
2 C 0.72203 0.11222 0.01631  C1 1.501, C3 1.334, C6 1.524
3 C -0.07907 1.17210 -0.10841  C2 1.334, C4 1.509, H10 1.087
4 C -1.52070 0.77146 -0.30709  C3 1.509, C5 1.538, H11 1.095, H12 1.101
5 C -1.52058 -0.65608 0.26432  C4 1.538, C6 1.539, H13 1.097, H14 1.095
6 C -0.10576 -1.16487 -0.06437  C2 1.524, C5 1.539, H15 1.102, H16 1.096
7 H 2.73756 -0.42006 -0.59017  C1 1.097
8 H 2.55219 1.21608 0.05815  C1 1.096
9 H 2.54616 -0.17946 1.14732  C1 1.097
10 H 0.26606 2.20289 -0.10415  C3 1.087
11 H -2.24262 1.44134 0.17109  C4 1.095
12 H -1.75738 0.75554 -1.38265  C4 1.101
13 H -1.63613 -0.59747 1.35399  C5 1.097
14 H -2.31888 -1.29534 -0.12662  C5 1.095
15 H -0.08262 -1.56471 -1.09099  C6 1.102
16 H 0.22561 -1.97295 0.59841  C6 1.096

HOMO level = -8.8 eV
net charge = 0
relative energy (zero: lowest compared OMol25 entry of this formula, charge and spin) = 1.0 kcal per mole
E_tot = -234.60085 Ha
SMILES string = CC1=CCCC1
HOMO-LUMO gap = 9.93 eV

No. 4
Entry from the OMol25 dataset: 2 unconnected molecules or ions with the total composition C6H10 (wB97M-V/def2-TZVPD).

Last columns: bonded neighbours and bond lengths (Å).
Element x y z (Å)
1 C 0.75303 -0.45187 -1.97355  C2 1.330, H7 1.083, H8 1.087
2 C 0.28897 -0.20147 -0.75218  C1 1.330, C3 1.470, C6 1.515
3 C 0.70925 -0.93797 0.44833  C2 1.470, C4 1.334, H9 1.086
4 C 0.60519 -0.14998 1.51947  C3 1.334, C5 1.515, H10 1.085
5 C -0.00808 1.19195 1.17542  C4 1.515, C6 1.545, H11 1.098, H12 1.095
6 C -0.51484 0.98845 -0.26979  C2 1.515, C5 1.545, H13 1.093, H14 1.098
7 H 0.61909 0.24920 -2.78811  C1 1.083
8 H 1.35440 -1.33811 -2.15893  C1 1.087
9 H 1.14189 -1.93353 0.40554  C3 1.086
10 H 0.97200 -0.39754 2.51024  C4 1.085
11 H 0.75179 1.98375 1.21116  C5 1.098
12 H -0.80362 1.47607 1.87247  C5 1.095
13 H -0.40320 1.86384 -0.91536  C6 1.093
14 H -1.58425 0.73844 -0.24887  C6 1.098
15 H -2.03054 -1.54582 0.34251  H16 0.743
16 H -1.85106 -1.53541 -0.37835  H15 0.743

HOMO level = -8.5 eV
net charge = 0
relative energy (zero: lowest compared OMol25 entry of this formula, charge and spin) = 38.2 kcal per mole
E_tot = -234.54169 Ha
SMILES string = C=C1C=CCC1.[H][H]
HOMO-LUMO gap = 9.62 eV

No. 5
Entry from the OMol25 dataset: a single C6H10 molecule (wB97M-V/def2-TZVPD).

Last columns: bonded neighbours and bond lengths (Å).
Element x y z (Å)
1 C -1.40905 -0.65449 0.65420  C2 1.515, H7 1.096, H8 1.096, H9 1.091
2 C -0.79073 0.70302 0.38739  C1 1.515, C3 1.502, C6 1.501, H10 1.087
3 C 0.66893 1.04970 0.32130  C2 1.502, C4 1.526, C6 1.519, H11 1.088
4 C 1.38667 -0.23413 -0.08610  C3 1.526, C5 1.556, H12 1.091, H13 1.094
5 C 0.64216 -0.16697 -1.45039  C4 1.556, C6 1.531, H14 1.097, H15 1.093
6 C -0.17347 1.02437 -0.94218  C2 1.501, C3 1.519, C5 1.531, H16 1.086
7 H -1.31731 -0.98575 1.69526  C1 1.096
8 H -1.04390 -1.46310 0.01074  C1 1.096
9 H -2.46411 -0.52344 0.40839  C1 1.091
10 H -1.38238 1.50426 0.82385  C2 1.087
11 H 1.08137 1.91934 0.82851  C3 1.088
12 H 2.47686 -0.24534 -0.13056  C4 1.091
13 H 1.06074 -1.05260 0.56200  C4 1.094
14 H 0.09675 -1.06276 -1.77161  C5 1.097
15 H 1.31390 0.14370 -2.25507  C5 1.093
16 H -0.53871 1.83911 -1.56117  C6 1.086

HOMO level = -9.6 eV
net charge = 0
relative energy (zero: lowest compared OMol25 entry of this formula, charge and spin) = 34.0 kcal per mole
E_tot = -234.54841 Ha
SMILES string = C[C@H]1[C@H]2CC[C@@H]12
HOMO-LUMO gap = 10.76 eV

No. 6
Entry from the OMol25 dataset: 2 unconnected molecules or ions with the total composition C6H10 (wB97M-V/def2-TZVPD).

Last columns: bonded neighbours and bond lengths (Å).
Element x y z (Å)
1 C 2.23714 -0.36955 0.10519  C2 1.522, H7 1.096, H8 1.096, H9 1.096
2 C 0.83866 0.01141 -0.35918  C1 1.522, C3 1.564, C6 1.517, H10 1.098
3 C -0.34417 -0.64279 0.42677  C2 1.564, C5 1.518, H11 1.100, H12 1.097
4 C -3.10996 0.00297 -0.55886  H13 1.115, H14 1.115
5 C -0.72874 0.77389 0.81222  C3 1.518, C6 1.336, H15 1.085
6 C 0.28178 1.33153 0.13938  C2 1.517, C5 1.336, H16 1.087
7 H 2.32458 -0.25672 1.19231  C1 1.096
8 H 2.99552 0.26988 -0.36090  C1 1.096
9 H 2.46964 -1.40958 -0.15130  C1 1.096
10 H 0.75091 -0.12375 -1.44573  C2 1.098
11 H -1.05056 -1.20988 -0.19712  C3 1.100
12 H -0.03599 -1.29095 1.25580  C3 1.097
13 H -3.13606 -1.07071 -0.86001  C4 1.115
14 H -2.56548 0.46477 -1.41487  C4 1.115
15 H -1.54122 1.16215 1.41759  C5 1.085
16 H 0.61395 2.35732 -0.00129  C6 1.087

HOMO level (spin up / spin down) = -9.2 / -9.3 eV
net charge = 0
relative energy (zero: lowest compared OMol25 entry of this formula, charge and spin) = 138.5 kcal per mole
E_tot = -234.38180 Ha
HOMO-LUMO gap (spin up / spin down) = 8.44 / 8.55 eV

No. 7
Entry from the OMol25 dataset: a single C6H10 molecule at a distorted geometry (wB97M-V/def2-TZVPD).

Last columns: bonded neighbours and bond lengths (Å).
Element x y z (Å)
1 C -0.94087 1.86326 -0.26536  C2 1.217, H7 1.060
2 C -1.01551 1.00718 -1.12670  C1 1.217, C3 1.537
3 C -0.44214 -0.32333 -0.61342  C2 1.537, C4 1.524, C5 1.561, H8 1.085
4 C -1.62811 -1.15100 -0.13132  C3 1.524, H9 1.100, H10 1.091, H11 1.092
5 C 0.64449 -0.26127 0.50586  C3 1.561, C6 1.528, H12 1.098, H13 1.105
6 C 1.92496 0.49472 0.15312  C5 1.528, H14 1.095, H15 1.094, H16 1.097
7 H -0.75709 2.38489 0.63850  C1 1.060
8 H 0.04516 -0.78473 -1.46563  C3 1.085
9 H -2.08176 -0.71989 0.77293  C4 1.100
10 H -2.39908 -1.18152 -0.90320  C4 1.091
11 H -1.29943 -2.16587 0.10386  C4 1.092
12 H 0.90897 -1.31204 0.68361  C5 1.098
13 H 0.25568 0.09838 1.47588  C5 1.105
14 H 2.35250 0.10337 -0.77609  C6 1.095
15 H 1.74600 1.56522 0.01246  C6 1.094
16 H 2.68624 0.38262 0.93552  C6 1.097

HOMO level = -9.8 eV
net charge = 0
relative energy (zero: lowest compared OMol25 entry of this formula, charge and spin) = 76.8 kcal per mole
E_tot = -234.48006 Ha
SMILES string = C#C[C@H](C)CC
HOMO-LUMO gap = 10.43 eV

No. 8
Entry from the OMol25 dataset: a single C6H10 molecule at a distorted geometry (wB97M-V/def2-TZVPD).

Last columns: bonded neighbours and bond lengths (Å).
Element x y z (Å)
1 C 2.81233 -1.09817 0.77202  C2 1.204, H7 1.060
2 C 2.29502 -0.09676 0.34947  C1 1.204, C3 1.461
3 C 1.42922 0.74329 -0.47553  C2 1.461, C4 1.551, H8 1.098, H9 1.093
4 C -0.00783 0.85948 0.09725  C3 1.551, C5 1.527, H10 1.099, H11 1.100
5 C -0.90209 -0.29708 -0.34522  C4 1.527, C6 1.528, H12 1.098, H13 1.098
6 C -2.31209 -0.25802 0.24229  C5 1.528, H14 1.097, H15 1.096, H16 1.097
7 H 3.17887 -2.09086 0.83320  C1 1.060
8 H 1.50997 0.11479 -1.37197  C3 1.098
9 H 1.83273 1.71324 -0.77856  C3 1.093
10 H -0.46492 1.81470 -0.19633  C4 1.099
11 H 0.04164 0.87164 1.19575  C4 1.100
12 H -0.41213 -1.23768 -0.06206  C5 1.098
13 H -0.95960 -0.28415 -1.44184  C5 1.098
14 H -2.29310 -0.30897 1.33770  C6 1.097
15 H -2.90643 -1.10587 -0.11636  C6 1.096
16 H -2.84158 0.66043 -0.03980  C6 1.097

HOMO level = -9.8 eV
net charge = 0
relative energy (zero: lowest compared OMol25 entry of this formula, charge and spin) = 44.3 kcal per mole
E_tot = -234.53194 Ha
SMILES string = C#CCCCC
HOMO-LUMO gap = 10.90 eV